# 1
One molecule with the formula C4H6N2. Source: OMol25; level of theory: wB97M-V/def2-TZVPD.

Structure (ORCA input):
```
! wB97M-V def2-TZVPD RIJCOSX def2/J DEFGRID3
* xyz 0 1
C 0.773 -1.633 0.975
C 0.189 -0.452 0.246
C 0.477 -0.222 -1.238
N -0.102 0.954 -1.374
C -0.866 1.420 -0.210
N -0.503 0.476 0.814
H 1.689 -1.922 0.451
H 0.088 -2.488 0.954
H 0.985 -1.361 2.010
H -1.918 1.273 -0.462
H -0.110 1.483 -2.235
H -0.701 2.472 0.070
*
```

Atomic partial charges in e from the Löwdin method, atoms 1 to 2:
1 C -0.056
2 C -0.371


# 2
A 3-piece molecular cluster, C29H34NO7 overall at a distorted geometry. Source: OMol25; level of theory: wB97M-V/def2-TZVPD.

Structure (ORCA input):
```
! wB97M-V def2-TZVPD RIJCOSX def2/J DEFGRID3
* xyz 1 1
C 0.218 2.397 5.377
C 1.082 1.578 4.341
C 2.540 1.625 4.516
C 3.353 0.829 3.580
C 2.749 0.043 2.484
C 1.284 0.017 2.274
C 0.591 -0.797 1.137
C 0.949 -0.299 -0.308
N 1.868 -0.958 -1.121
C 2.182 -0.550 -2.407
C 3.155 -1.287 -3.328
C 4.210 -2.212 -2.896
C 5.080 -2.906 -3.860
C 4.938 -2.687 -5.317
C 3.894 -1.757 -5.763
C 3.007 -1.087 -4.794
C 1.545 0.674 -2.943
C 0.569 1.423 -2.152
C 0.247 0.900 -0.792
C -0.827 1.678 0.023
C -2.251 1.090 -0.370
C -3.432 1.593 0.568
C -4.147 0.278 1.121
O -3.255 -0.292 2.098
C 0.493 0.801 3.258
H 0.852 2.601 6.290
H -0.663 1.795 5.740
H -0.092 3.394 4.957
H 3.002 2.231 5.328
H 4.462 0.855 3.756
H 3.454 -0.526 1.836
H -0.524 -0.642 1.241
H 0.820 -1.887 1.299
H 2.360 -1.798 -0.793
H 4.334 -2.409 -1.805
H 5.891 -3.606 -3.552
H 5.563 -3.195 -6.084
H 3.765 -1.551 -6.853
H 2.226 -0.427 -5.245
H 1.786 1.065 -3.960
H 0.032 2.343 -2.500
H -0.636 1.724 1.124
H -0.809 2.740 -0.354
H -2.431 1.344 -1.457
H -2.178 -0.029 -0.289
H -3.021 2.204 1.428
H -4.172 2.205 -0.022
H -5.186 0.465 1.496
H -4.184 -0.441 0.260
H -2.752 0.412 2.546
H -0.621 0.765 3.097
C -0.997 1.003 -6.063
C -2.212 1.516 -6.785
O -3.057 1.942 -5.718
C -2.263 2.206 -4.652
O -2.629 2.739 -3.651
O -0.987 1.784 -4.870
H -0.079 1.149 -6.632
H -1.083 -0.053 -5.794
H -1.990 2.373 -7.424
H -2.698 0.746 -7.383
C -3.062 -2.348 5.046
C -1.856 -1.660 5.621
O -1.522 -2.482 6.733
C -2.032 -3.722 6.489
O -1.791 -4.687 7.139
O -2.853 -3.710 5.402
H -3.132 -2.235 3.964
H -3.996 -2.004 5.499
H -1.011 -1.644 4.926
H -2.069 -0.640 5.942
*
```

Atomic partial charges in e from the Löwdin method, atoms 1 to 2:
1 C -0.060
2 C -0.226


# 3
C26H17FeN7S3 as an isolated structure. Source: OMol25; level of theory: wB97M-V/def2-TZVPD.

Structure (ORCA input):
```
! wB97M-V def2-TZVPD RIJCOSX def2/J DEFGRID3
* xyz 0 5
Fe -1.436 -0.050 -1.903
C -2.343 -2.102 -5.466
C -1.632 -3.302 -5.401
C -1.059 -3.672 -4.212
C -1.166 -2.845 -3.078
N -1.840 -1.678 -3.156
C -2.414 -1.340 -4.328
N -0.586 -3.347 -1.932
C -0.452 -2.678 -0.834
N -0.751 -1.374 -0.576
C -0.576 -1.119 0.753
N -0.847 -0.050 1.420
C -1.525 1.039 0.911
C -1.563 2.165 1.747
C -2.303 3.265 1.394
C -3.030 3.236 0.203
C -2.919 2.121 -0.591
N -2.171 1.046 -0.275
C 0.002 -2.323 1.393
C 0.397 -2.574 2.692
C 0.884 -3.846 2.971
C 0.953 -4.825 1.982
C 0.541 -4.566 0.679
C 0.072 -3.297 0.409
H -2.819 -1.767 -6.376
H -1.539 -3.936 -6.272
H -0.511 -4.596 -4.100
H -2.951 -0.397 -4.334
H -0.994 2.128 2.664
H -2.313 4.139 2.030
H -3.635 4.071 -0.116
H -3.433 2.073 -1.544
H 0.328 -1.808 3.452
H 1.210 -4.085 3.974
H 1.336 -5.805 2.236
H 0.586 -5.319 -0.095
S 0.702 5.424 0.947
C 0.804 4.060 0.015
S 0.000 3.867 -1.512
C 0.565 2.229 -1.616
N 1.307 1.867 -0.624
N 1.452 2.902 0.270
C 2.284 2.654 1.405
C 2.089 1.494 2.136
C 2.913 1.234 3.219
C 3.913 2.129 3.567
C 4.097 3.286 2.824
C 3.284 3.554 1.734
S 0.174 1.219 -2.990
H 1.300 0.813 1.857
H 2.768 0.328 3.792
H 4.552 1.926 4.416
H 4.879 3.983 3.089
H 3.417 4.452 1.150
*
```

Atomic partial charges in e from the Löwdin method, atoms 1 to 2:
1 Fe 0.570
2 C -0.062


# 4
A 2-piece molecular cluster, C11H13N3O overall at a distorted geometry. Source: OMol25; level of theory: wB97M-V/def2-TZVPD.

Structure (ORCA input):
```
! wB97M-V def2-TZVPD RIJCOSX def2/J DEFGRID3
* xyz 2 1
C -3.733 2.223 0.531
C 0.580 -0.144 0.314
C -0.730 0.238 -0.032
C -0.667 -1.981 -0.226
C -0.942 -3.278 -0.204
C 3.270 1.476 -1.136
C 1.700 0.677 0.630
C 3.053 0.411 -0.290
C -1.401 2.348 -0.174
C -2.896 -0.860 -0.414
C 2.953 0.430 1.277
N -2.570 2.251 0.351
N 0.596 -1.491 0.302
N -1.494 -0.847 -0.211
O -0.492 3.061 -0.334
H -4.597 2.406 1.026
H -1.887 -3.798 -0.466
H -0.073 -3.966 -0.026
H 3.519 1.267 -2.176
H 3.191 2.528 -0.726
H 1.303 1.748 0.578
H 3.143 -0.627 -0.741
H -3.401 -0.804 0.535
H -3.171 -1.763 -1.033
H -3.279 -0.182 -1.062
H 3.465 1.371 1.644
H 3.251 -0.592 1.563
H 1.311 -2.101 0.502
*
```

Atomic partial charges in e from the Löwdin method, atoms 1 to 2:
1 C 0.286
2 C -0.196


# 5
C33H32AlF3N3O2S as an isolated structure at a distorted geometry. Source: OMol25; level of theory: wB97M-V/def2-TZVPD.

Structure (ORCA input):
```
! wB97M-V def2-TZVPD RIJCOSX def2/J DEFGRID3
* xyz -1 1
Al -0.224 0.048 0.086
O -0.725 1.873 -0.224
S 0.406 2.489 0.544
O 1.067 3.592 -0.098
N 1.228 1.195 0.866
C 2.593 0.987 0.916
C 3.493 1.943 1.397
C 4.840 1.639 1.482
C 5.292 0.367 1.184
C 4.410 -0.622 0.713
C 4.813 -1.958 0.506
C 3.855 -2.894 0.100
C 2.615 -2.468 -0.271
N 2.241 -1.145 -0.231
C 3.059 -0.256 0.462
C -0.419 3.108 2.008
C -1.796 3.258 1.987
C -2.458 3.677 3.128
C -1.739 3.971 4.278
C -0.356 3.852 4.281
C 0.304 3.410 3.148
H 3.119 2.924 1.666
H 5.542 2.392 1.819
H 6.340 0.115 1.275
H 5.824 -2.259 0.731
H 4.094 -3.947 0.040
H 1.850 -3.145 -0.626
H -2.327 3.027 1.077
H -3.534 3.764 3.117
H -2.256 4.295 5.170
H 0.208 4.090 5.171
H 1.376 3.275 3.139
C -0.306 -1.036 1.871
C -0.943 -0.549 3.107
C -0.230 0.209 4.040
C -0.849 0.746 5.151
C -2.202 0.543 5.372
C -2.918 -0.234 4.475
C -2.297 -0.785 3.371
H -0.773 -1.973 1.550
H 0.750 -1.261 2.057
H 0.821 0.397 3.867
H -0.279 1.344 5.848
H -2.691 0.995 6.226
H -3.975 -0.408 4.636
H -2.870 -1.386 2.677
F -6.515 -2.559 -1.428
C -6.185 -1.320 -0.996
F -6.956 -1.092 0.089
F -6.728 -0.487 -1.962
C -4.756 -1.113 -0.765
C -4.299 -0.175 0.202
C -2.975 0.091 0.297
N -2.013 -0.471 -0.503
C -2.451 -1.418 -1.387
C -3.759 -1.751 -1.555
H -5.008 0.297 0.866
H -2.586 0.765 1.050
H -1.667 -1.902 -1.953
H -4.056 -2.496 -2.279
C 2.746 -1.076 -3.165
C 1.845 -0.060 -2.451
C 0.669 0.333 -3.348
C 2.684 1.192 -2.185
C 1.218 -0.694 -1.175
H 3.227 -0.615 -4.027
H 2.177 -1.940 -3.507
H 3.526 -1.427 -2.492
H 1.016 0.841 -4.248
H 0.009 1.000 -2.790
H 0.098 -0.546 -3.642
H 2.974 1.646 -3.135
H 3.592 0.947 -1.639
H 2.122 1.929 -1.616
H 0.781 -1.639 -1.536
*
```

Atomic partial charges in e from the Löwdin method, atoms 1 to 2:
1 Al 0.144
2 O -0.245


# 6
C47H37BrN4O6P2V as an isolated structure at a distorted geometry. Source: OMol25; level of theory: wB97M-V/def2-TZVPD.

Structure (ORCA input):
```
! wB97M-V def2-TZVPD RIJCOSX def2/J DEFGRID3
* xyz 1 3
V 0.035 -0.143 0.241
O -3.566 -5.676 2.223
C -3.879 -4.510 2.502
O -4.769 -4.021 3.210
C -2.833 -3.466 2.025
C -1.760 -3.860 1.234
C -0.843 -2.911 0.832
N -0.993 -1.623 1.171
C -1.969 -1.244 2.014
C -2.928 -2.139 2.436
C -1.759 0.119 2.541
C -2.589 0.722 3.472
C -2.190 1.929 4.023
C -0.980 2.487 3.640
C -0.223 1.835 2.682
N -0.610 0.685 2.138
C 0.355 -3.161 0.014
C 0.848 -4.440 -0.201
C 1.976 -4.598 -0.989
C 2.557 -3.476 -1.555
C 2.011 -2.238 -1.274
N 0.955 -2.062 -0.483
H -1.700 -4.913 0.990
H -3.751 -1.892 3.095
H -3.514 0.249 3.767
H -2.816 2.423 4.754
H -0.626 3.417 4.062
H 0.716 2.235 2.320
H 0.350 -5.289 0.244
H 2.380 -5.586 -1.168
H 3.423 -3.540 -2.198
H 2.456 -1.347 -1.680
O 0.969 0.916 -1.396
P 2.243 1.429 -2.006
C 3.444 1.756 -0.665
P 3.275 0.698 0.807
O 1.825 0.371 1.055
C 3.910 1.650 2.185
C 3.455 1.316 3.461
C 3.954 1.984 4.566
C 4.909 2.979 4.404
C 5.366 3.312 3.138
C 4.868 2.649 2.027
C 4.264 -0.782 0.666
C 3.803 -1.939 1.289
C 4.590 -3.078 1.293
C 5.832 -3.067 0.674
C 6.299 -1.912 0.060
C 5.520 -0.767 0.064
C 2.952 0.312 -3.215
C 4.296 -0.045 -3.249
C 4.752 -0.947 -4.200
C 3.863 -1.493 -5.114
C 2.520 -1.135 -5.086
C 2.061 -0.231 -4.144
C 2.010 2.994 -2.838
C 0.750 3.578 -2.889
C 0.584 4.786 -3.551
C 1.667 5.402 -4.157
C 2.926 4.813 -4.117
C 3.098 3.605 -3.465
H 3.151 2.751 -0.310
H 4.474 1.843 -1.012
H 2.705 0.544 3.585
H 3.598 1.730 5.555
H 5.297 3.498 5.271
H 6.106 4.090 3.013
H 5.232 2.925 1.044
H 2.826 -1.951 1.758
H 4.232 -3.977 1.777
H 6.443 -3.960 0.677
H 7.273 -1.900 -0.411
H 5.911 0.137 -0.389
H 4.998 0.365 -2.533
H 5.798 -1.223 -4.225
H 4.217 -2.199 -5.853
H 1.825 -1.562 -5.796
H 1.009 0.030 -4.116
H -0.102 3.092 -2.433
H -0.397 5.240 -3.592
H 1.531 6.344 -4.673
H 3.767 5.290 -4.601
H 4.076 3.136 -3.458
Br -0.658 -3.783 -3.516
C -1.111 -2.000 -3.989
C -1.261 -1.719 -5.342
C -1.632 -0.432 -5.687
C -1.850 0.492 -4.672
C -1.675 0.092 -3.359
N -1.287 -1.143 -3.009
H -1.111 -2.492 -6.081
H -1.767 -0.162 -6.726
H -2.168 1.504 -4.881
H -1.856 0.784 -2.547
O -2.258 2.737 -1.376
C -1.528 2.284 -0.529
O -1.354 1.006 -0.328
H -0.947 2.928 0.158
*
```

Atomic partial charges in e from the Löwdin method, atoms 1 to 2:
1 V 1.074
2 O -0.011


Q: Which E values were calculated for the entries above? A: -265.45312, -1706.56673, -3842.65489, -665.53661, -2531.80374, -6684.47095, in Ha.